1.
Molecular formula: C4HCl2NO4
Method: DFT, the ωB97M-V functional and the def2-TZVPD basis

Its expectation value of S² is 2.010. The charge is 0. The spin multiplicity is 3. The HOMO energy (spin up / spin down) is -7.22 / -11.19 eV. For the orbital gap (spin up / spin down), the calculation gives 7.414 / 7.355 eV.

Structure (XYZ):
```
12
Properties=species:S:1:pos:R:3:lowdin_spin:R:1
C 1.288 0.046 0.324 0.5425
C 0.322 -0.878 0.580 0.6180
C 0.767 1.390 0.306 0.1002
C -1.002 0.011 0.336 0.0365
N -1.195 -0.256 -1.120 0.0321
O -1.688 -1.321 -1.306 0.0324
O 1.350 2.383 0.115 0.1518
O -0.788 0.504 -1.888 0.0176
O -0.540 1.294 0.544 0.0232
Cl 2.944 -0.273 0.230 0.2149
Cl 0.309 -2.519 0.865 0.2237
H -1.769 -0.380 1.014 0.0072
```

---

2.
Molecular formula: C4HF3
Method: DFT, the ωB97M-V functional and the def2-TZVPD basis

The charge is 0. The HOMO energy (spin up / spin down) is -10.80 / -11.40 eV. For the orbital gap (spin up / spin down), the calculation gives 7.582 / 8.776 eV.

Structure (XYZ):
```
8
Properties=species:S:1:pos:R:3:mulliken_charge:R:1
C 3.175 -0.004 -0.187 0.4236
C 2.045 -0.076 -0.436 -0.6172
C -0.109 -0.755 0.355 -0.5645
C -1.106 0.201 -0.094 1.0636
F -1.769 0.879 0.825 -0.2286
F -0.465 1.076 -0.928 -0.2268
F -1.993 -0.401 -0.901 -0.2269
H 0.222 -0.921 1.366 0.3768
```

---

3.
Molecular formula: C4HF5S
Method: DFT, the ωB97M-V functional and the def2-TZVPD basis

The charge is 0. The HOMO energy is -8.62 eV. For the orbital gap, the calculation gives 7.780 eV. The SMILES is FC(F)=C(F)F.FC=C=S.

Structure (XYZ):
```
11
Properties=species:S:1:pos:R:3:mulliken_charge:R:1
F 0.632 -2.340 -0.411 -0.2122
C 1.057 -1.500 0.490 0.4554
F 0.437 -1.702 1.687 -0.2141
C 1.918 -0.557 0.291 0.3842
F 2.175 0.218 1.363 -0.2033
F 2.658 -0.314 -0.812 -0.2110
F -1.695 0.428 0.992 -0.1766
C -2.080 0.947 -0.132 0.0522
C -1.335 1.598 -1.011 0.2230
S -0.541 2.152 -2.205 -0.3245
H -3.228 1.069 -0.252 0.2268
```

---

4.
Molecular formula: C4HF7
Method: DFT, the ωB97M-V functional and the def2-TZVPD basis

The charge is 0. The HOMO energy is -9.96 eV. For the orbital gap, the calculation gives 9.812 eV.

Structure (XYZ):
```
12
Properties=species:S:1:pos:R:3:mulliken_charge:R:1
C -0.624 0.747 0.279 0.2410
C 0.517 1.254 -0.266 0.4565
C 1.889 -0.926 0.412 0.2171
C -1.702 -0.147 -0.267 0.3081
F -0.673 0.947 1.649 -0.2729
F 0.860 1.230 -1.514 -0.2183
F 1.361 1.953 0.513 -0.1892
F 1.763 -1.938 1.219 -0.0853
F 2.537 -1.338 -0.668 -0.1473
F -1.842 -1.354 0.430 -0.2526
F -1.348 -0.535 -1.553 -0.2433
H -2.738 0.105 -0.235 0.1861
```

---

5.
Molecular formula: C4HF7O3S
Method: DFT, the ωB97M-V functional and the def2-TZVPD basis

The charge is 0. The HOMO energy is -11.65 eV. For the orbital gap, the calculation gives 11.452 eV.

Structure (XYZ):
```
16
Properties=species:S:1:pos:R:3:mulliken_charge:R:1
C 0.033 1.057 0.299 -0.4260
C -0.669 -0.076 0.171 -0.0159
C -0.312 -1.451 0.634 0.9970
C -2.154 0.138 -0.361 0.6083
O 1.289 0.999 0.757 -0.1999
O 3.053 1.924 -0.642 -0.5046
O 1.658 0.029 -1.416 -0.4742
F -0.404 -2.278 -0.456 -0.2564
F -1.115 -1.872 1.618 -0.2422
F 0.988 -1.615 1.046 -0.2443
F -2.801 -1.021 -0.568 -0.2448
F -2.053 0.758 -1.523 -0.2273
F -2.768 0.942 0.564 -0.2323
F 3.155 -0.277 0.504 -0.1933
S 2.333 0.763 -0.392 1.2267
H -0.232 1.981 -0.233 0.4292
```

---

6.
Molecular formula: C4HLiO4Pb
Method: DFT, the ωB97M-V functional and the def2-TZVPD basis

The charge is +2. The HOMO energy is -18.44 eV. For the orbital gap, the calculation gives 8.029 eV.

Structure (XYZ):
```
11
Properties=species:S:1:pos:R:3:mulliken_charge:R:1
O 2.429 0.418 -1.826 -0.1241
C 2.782 0.169 -2.872 0.0908
C -0.814 1.349 0.721 -0.8904
C -0.420 1.276 1.893 0.4507
H 0.136 1.609 2.756 0.4043
Li 1.443 0.620 0.009 0.9869
O -1.803 -1.523 0.760 -0.5003
C -1.159 -0.722 0.071 1.1190
O 0.000 -0.967 -0.369 -0.5685
O -1.608 0.540 -0.016 -0.2058
Pb -0.986 -2.769 -1.127 1.2374
```

---

7.
Molecular formula: C4HN3O
Method: DFT, the ωB97M-V functional and the def2-TZVPD basis

Its expectation value of S² is 2.033. The charge is 0. The spin multiplicity is 3. The HOMO energy (spin up / spin down) is -9.64 / -12.77 eV. For the orbital gap (spin up / spin down), the calculation gives 9.384 / 7.987 eV.

Structure (XYZ):
```
9
Properties=species:S:1:pos:R:3:lowdin_spin:R:1
C 1.073 -1.117 0.406 0.0434
C 0.479 1.121 0.422 0.0874
C -1.856 -0.225 0.446 0.6930
C 0.728 0.029 -0.347 0.3841
N 1.235 -2.121 0.982 0.1736
N 0.490 2.155 0.946 0.2655
N -2.879 -0.020 0.880 0.1727
O 0.519 -0.287 -1.616 0.1782
H 0.210 0.466 -2.120 0.0022
```

---

8.
Molecular formula: C4HN5O
Method: DFT, the ωB97M-V functional and the def2-TZVPD basis

The charge is 0. The HOMO energy is -10.84 eV. For the orbital gap, the calculation gives 6.913 eV.

Structure (XYZ):
```
11
Properties=species:S:1:pos:R:3:mulliken_charge:R:1
O -0.562 -0.405 -2.611 -0.4138
N -2.114 1.155 -0.016 -0.2746
N -1.888 0.687 -1.172 -0.0779
N 0.897 0.058 1.792 -0.4887
N -1.223 0.917 1.074 -0.2431
N 1.255 -0.881 -0.363 -0.4744
C -0.714 0.039 -1.478 0.3373
C 1.726 -0.571 0.945 -0.0818
C -0.173 0.127 0.910 0.6839
C 0.043 -0.416 -0.364 0.6431
H 2.753 -0.712 1.285 0.3900
```